ORCA calculation (wB97M-V/def2-TZVPD) on a structure of composition C32H58BNOSb2Tl.

HOMO level = -0.3832 Ha
Charge = +1
Spin multiplicity = 1

Each line ends with the Mulliken charge.
Element x y z (Å)
Tl  -0.300  0.934  -0.678  0.93
C  2.070  2.511  1.020  -0.86
C  2.695  1.337  1.248  0.24
C  3.133  0.778  -0.168  0.24
C  2.733  1.682  -1.077  -0.70
C  2.096  2.802  -0.399  -0.40
C  1.727  4.089  -1.005  2.40
C  1.660  4.007  -2.533  -1.98
C  2.857  5.066  -0.572  -1.73
C  0.386  4.604  -0.451  -1.46
C  3.857  -0.480  -0.571  2.34
C  2.980  -1.726  -0.298  -1.19
C  5.225  -0.579  0.133  -1.69
C  4.133  -0.476  -2.082  -2.18
C  2.969  0.887  2.669  2.44
C  4.336  1.502  3.066  -1.69
C  1.893  1.464  3.610  -1.96
C  3.000  -0.625  2.928  -1.78
H  1.684  3.183  1.769  0.33
H  2.933  1.645  -2.135  0.66
H  2.637  3.793  -2.971  0.35
H  1.320  4.962  -2.934  0.52
H  0.960  3.233  -2.857  0.35
H  3.837  4.718  -0.905  0.41
H  2.884  5.193  0.511  0.37
H  2.656  6.033  -1.034  0.47
H  -0.432  3.942  -0.735  0.19
H  0.193  5.593  -0.868  0.50
H  0.394  4.692  0.637  0.30
H  2.718  -1.848  0.747  -0.03
H  3.533  -2.612  -0.618  0.50
H  2.056  -1.676  -0.882  0.12
H  5.155  -0.666  1.213  0.25
H  5.839  0.295  -0.098  0.36
H  5.745  -1.463  -0.238  0.47
H  3.208  -0.465  -2.664  0.32
H  4.668  -1.390  -2.339  0.47
H  4.757  0.370  -2.379  0.44
H  4.318  2.588  2.958  0.36
H  5.154  1.113  2.459  0.31
H  4.540  1.260  4.111  0.47
H  1.972  2.547  3.723  0.39
H  2.022  1.029  4.601  0.46
H  0.889  1.218  3.257  0.40
H  3.761  -1.155  2.366  0.20
H  2.029  -1.075  2.712  0.01
H  3.214  -0.781  3.986  0.61
C  0.320  -3.446  2.156  -1.50
Sb  -0.626  -1.747  1.264  0.15
C  -1.685  -1.220  3.049  -1.40
C  -2.090  -2.892  0.131  -1.20
C  -3.164  -3.482  0.997  1.04
C  -3.039  -4.834  1.342  -0.80
C  -3.989  -5.490  2.103  -0.78
C  -5.104  -4.790  2.541  -0.67
C  -5.236  -3.453  2.213  -0.82
C  -4.280  -2.766  1.456  0.86
C  -4.559  -1.278  1.261  -1.66
Sb  -3.550  0.048  -0.117  0.37
C  -4.722  1.723  0.516  -1.38
C  -4.743  -0.446  -1.819  -1.40
H  0.964  -3.127  2.976  0.44
H  0.916  -3.986  1.420  0.43
H  -0.467  -4.094  2.543  0.59
H  -2.405  -2.003  3.295  0.50
H  -2.196  -0.263  2.941  0.29
H  -0.946  -1.141  3.849  0.53
H  -1.477  -3.667  -0.329  0.95
H  -2.455  -2.256  -0.671  0.16
H  -2.180  -5.383  0.972  0.47
H  -3.869  -6.540  2.339  0.41
H  -5.869  -5.283  3.128  0.41
H  -6.110  -2.908  2.556  0.46
H  -4.457  -0.785  2.232  0.51
H  -5.608  -1.155  0.979  0.79
H  -5.783  1.476  0.450  0.41
H  -4.509  2.579  -0.126  0.36
H  -4.474  1.981  1.547  0.42
H  -5.737  -0.716  -1.463  0.55
H  -4.309  -1.284  -2.366  0.39
H  -4.809  0.421  -2.476  0.38
B  -0.718  -2.614  -4.206  0.62
C  -0.600  -1.725  -2.925  -0.50
N  -0.522  -1.044  -1.988  -0.42
H  -0.119  -3.650  -3.994  -0.16
H  -0.264  -1.952  -5.123  -0.16
H  -1.900  -2.840  -4.395  -0.14
C  -1.018  1.443  -4.392  -0.92
C  -2.348  1.308  -3.686  -0.15
O  -2.351  1.941  -2.377  -0.40
H  -1.035  0.873  -5.323  0.42
H  -0.210  1.038  -3.778  -0.06
H  -0.802  2.489  -4.635  0.40
H  -2.575  0.262  -3.501  0.08
H  -3.150  1.734  -4.288  0.45
H  -2.239  2.889  -2.510  0.20